No. 1
{
  "formula": "C18H18N4OS",
  "method": "the ωB97M-V functional and the def2-TZVPD basis",
  "elements": ["C", "S", "C", "N", "C", "N", "C", "N", "C", "O", "C", "C", "C", "C", "C", "C", "C", "C", "C", "C", "C", "C", "C", "N", "H", "H", "H", "H", "H", "H", "H", "H", "H", "H", "H", "H", "H", "H", "H", "H", "H", "H"],
  "positions_angstrom": [[0.25, 1.63, 6.17], [-0.40, 2.43, 4.67], [-0.07, 1.21, 3.46], [-0.44, 1.57, 2.23], [-0.25, 0.71, 1.24], [-0.55, 1.19, 0.01], [-1.10, 2.51, -0.17], [-0.07, 0.58, -1.14], [-0.89, 0.20, -2.16], [-2.10, 0.31, -2.10], [-0.18, -0.35, -3.35], [1.04, -1.02, -3.26], [1.62, -1.52, -4.41], [1.01, -1.36, -5.64], [-0.22, -0.70, -5.74], [-0.88, -0.52, -7.07], [-0.80, -0.21, -4.58], [0.25, -0.61, 1.51], [0.32, -1.69, 0.61], [0.85, -2.89, 0.99], [1.34, -3.08, 2.28], [1.24, -2.07, 3.20], [0.68, -0.83, 2.85], [0.53, 0.10, 3.81], [0.63, 0.67, 5.87], [-0.56, 1.53, 6.88], [1.03, 2.26, 6.58], [-1.92, 2.46, -0.89], [-1.47, 2.86, 0.79], [-0.34, 3.21, -0.53], [0.93, 0.62, -1.29], [1.52, -1.19, -2.31], [2.56, -2.05, -4.35], [1.47, -1.75, -6.53], [-0.76, -1.41, -7.69], [-0.42, 0.31, -7.60], [-1.94, -0.31, -6.95], [-1.75, 0.29, -4.62], [-0.09, -1.59, -0.39], [0.89, -3.71, 0.28], [1.77, -4.03, 2.56], [1.58, -2.19, 4.22]],
  "smiles": "CSc1nc(N(C)NC(=O)c2cccc(C)c2)c2ccccc2n1",
  "lumo_energy_ev": 0.378,
  "relative_energy_kcal_mol": 24.06,
  "spin_multiplicity": 1,
  "max_force_ev_per_a": 0.8,
  "gap_ha": 0.30830
}



No. 2
{
  "formula": "C8H11BrO",
  "method": "the ωB97M-V functional and the def2-TZVPD basis",
  "elements": ["C", "C", "C", "O", "C", "C", "C", "C", "C", "Br", "H", "H", "H", "H", "H", "H", "H", "H", "H", "H", "H"],
  "positions_angstrom": [[1.00, -1.45, -1.71], [0.81, -1.83, -0.49], [0.85, -0.88, 0.66], [1.55, -1.39, 1.79], [-0.59, -0.42, 1.06], [-1.22, 0.50, -0.05], [-0.40, 1.80, 0.01], [1.08, 1.60, -0.07], [1.57, 0.42, 0.20], [3.54, 0.21, 0.04], [1.10, -2.13, -2.49], [1.16, -0.40, -1.94], [1.00, -2.86, -0.17], [1.29, -0.84, 2.48], [-0.39, 0.06, 1.98], [-1.13, -1.27, 1.42], [-2.24, 0.63, 0.26], [-1.10, 0.01, -1.05], [-0.85, 2.06, 1.01], [-0.77, 2.45, -0.73], [1.57, 2.38, -0.58]],
  "smiles": "C=C[C@]1(O)CCCC=C1Br",
  "lumo_energy_ev": 0.859,
  "relative_energy_kcal_mol": 18.57,
  "spin_multiplicity": 1,
  "max_force_ev_per_a": 3.4,
  "gap_ha": 0.36910
}



No. 3
{
  "formula": "ClO2S",
  "method": "the ωB97M-V functional and the def2-TZVPD basis",
  "elements": ["O", "O", "S", "Cl"],
  "positions_angstrom": [[-0.71, -0.75, -1.09], [-0.24, -0.56, 1.32], [-0.55, 0.14, 0.06], [1.50, 1.17, -0.29]],
  "lumo_energy_ev": 4.119,
  "relative_energy_kcal_mol": 0.00,
  "spin_multiplicity": 1,
  "max_force_ev_per_a": 1.0,
  "charge": -1,
  "gap_ha": 0.31755
}



No. 4
{
  "formula": "C5H7NO2",
  "method": "the ωB97M-V functional and the def2-TZVPD basis",
  "elements": ["C", "C", "C", "C", "O", "H", "H", "H", "H", "H", "H", "N", "C", "O", "H"],
  "positions_angstrom": [[1.25, 0.86, 0.43], [0.23, 0.13, 0.81], [-1.06, 0.60, 1.41], [0.44, -1.34, 0.71], [1.59, -1.70, 0.77], [1.34, 1.93, 0.59], [2.09, 0.26, -0.08], [-1.59, 1.45, 0.97], [-1.05, 0.99, 2.41], [-1.70, -0.20, 1.59], [-0.41, -2.00, 0.75], [-0.14, -0.77, -2.13], [-0.26, 0.24, -2.76], [-0.46, 1.31, -3.14], [-0.28, -1.78, -2.33]],
  "smiles": "C=C(C)C=O.N=C=O",
  "lumo_energy_ev": 0.463,
  "relative_energy_kcal_mol": 43.48,
  "spin_multiplicity": 1,
  "max_force_ev_per_a": 3.3,
  "gap_ha": 0.36727
}



No. 5
{
  "formula": "C21H36Br2FN8O4PS",
  "method": "the ωB97M-V functional and the def2-TZVPD basis",
  "elements": ["C", "C", "Br", "C", "Br", "N", "C", "O", "N", "C", "O", "F", "C", "N", "C", "C", "C", "C", "N", "O", "N", "C", "C", "N", "N", "P", "S", "H", "H", "H", "H", "H", "H", "H", "H", "H", "H", "H", "H", "H", "H", "H", "H", "H", "H", "C", "C", "C", "C", "C", "C", "N", "O", "C", "C", "C", "H", "H", "H", "H", "H", "H", "H", "H", "H", "H", "H", "H", "H", "H", "H", "H", "H", "H"],
  "positions_angstrom": [[6.43, -2.98, -1.09], [5.29, -1.99, -0.85], [5.38, -1.39, 1.00], [5.42, -0.82, -1.85], [4.67, -1.33, -3.58], [4.89, 0.48, -1.42], [5.86, 1.56, -1.45], [5.84, 2.37, -2.31], [6.83, 1.51, -0.39], [8.08, 1.02, -0.82], [8.36, 0.64, -1.90], [8.91, 0.97, 0.21], [3.60, 0.57, -1.08], [2.75, -0.44, -1.12], [1.56, 0.02, -0.73], [0.35, -0.84, -0.68], [0.50, -1.98, -1.72], [-0.83, -2.53, -2.21], [-0.80, -3.85, -2.77], [-1.85, -1.90, -2.20], [1.65, 1.31, -0.43], [0.58, 2.15, 0.09], [0.70, 2.24, 1.61], [1.17, 1.23, 2.21], [2.95, 1.70, -0.65], [3.40, 3.36, -0.33], [3.30, 4.57, -1.81], [7.38, -2.47, -0.89], [6.36, -3.79, -0.38], [6.41, -3.37, -2.11], [4.34, -2.50, -1.00], [6.47, -0.66, -2.06], [6.91, 2.44, 0.02], [-0.57, -0.31, -0.90], [0.29, -1.31, 0.30], [1.12, -2.79, -1.34], [1.01, -1.58, -2.61], [-0.49, -3.84, -3.73], [-0.14, -4.43, -2.27], [-0.36, 1.68, -0.17], [0.59, 3.14, -0.38], [0.41, 3.15, 2.13], [1.21, 1.38, 3.22], [2.60, 3.78, 0.74], [4.69, 3.20, 0.22], [-4.98, 2.08, 0.52], [-4.03, 1.02, 1.14], [-3.60, 0.01, 0.08], [-4.71, -0.97, -0.31], [-5.29, -1.65, 0.94], [-5.76, -0.65, 2.00], [-4.67, 0.33, 2.29], [-3.77, -0.19, 3.07], [-7.04, 0.06, 1.54], [-6.12, -1.39, 3.28], [-2.81, 1.79, 1.64], [-5.68, 2.46, 1.27], [-4.42, 2.93, 0.15], [-5.56, 1.69, -0.32], [-2.75, -0.57, 0.46], [-3.25, 0.54, -0.81], [-5.49, -0.46, -0.87], [-4.30, -1.73, -0.98], [-6.13, -2.29, 0.65], [-4.53, -2.30, 1.37], [-7.33, 0.84, 2.24], [-7.86, -0.66, 1.49], [-6.97, 0.50, 0.55], [-5.31, -2.01, 3.65], [-6.97, -2.05, 3.09], [-6.41, -0.69, 4.07], [-3.08, 2.51, 2.42], [-2.38, 2.35, 0.80], [-2.04, 1.13, 2.04]],
  "s_squared": 0.75,
  "lumo_energy_ev": [-3.332, -3.332],
  "spin_multiplicity": 2,
  "max_force_ev_per_a": 2.2,
  "charge": 1,
  "gap_ha": [0.25345, 0.29083]
}



No. 6
{
  "formula": "CH3Cl2OPS",
  "method": "the ωB97M-V functional and the def2-TZVPD basis",
  "elements": ["C", "O", "P", "S", "Cl", "Cl", "H", "H", "H"],
  "positions_angstrom": [[-1.15, 0.68, 0.02], [2.62, -1.44, 0.17], [-0.09, -0.54, -0.89], [1.60, -0.43, 0.53], [-2.86, 0.15, -0.09], [2.17, 1.47, -0.17], [-1.09, 1.73, -0.32], [-1.03, 0.71, 1.05], [-0.17, -2.32, -0.30]],
  "lumo_energy_ev": -0.658,
  "relative_energy_kcal_mol": 118.47,
  "spin_multiplicity": 1,
  "max_force_ev_per_a": 3.5,
  "gap_ha": 0.33200
}